C24H23F3N5NiO11S2 | the ωB97M-V functional and the def2-TZVPD basis

The geometry in XYZ format:
```
69
Properties=species:S:1:pos:R:3:forces:R:3
Ni -1.728139 -0.234374 -0.801050 -0.2 -0.1 0.3
F -4.571390 -3.060515 -3.061811 0.0 0.0 0.0
C -3.934574 -3.353097 -1.916015 0.0 0.0 0.0
F -3.182435 -4.433480 -2.127196 0.0 0.0 0.0
F -4.862557 -3.667055 -1.000469 0.0 0.0 0.0
C -3.103191 -2.140910 -1.451879 0.0 0.1 0.0
O -3.720897 -1.126858 -1.077029 0.0 0.0 0.0
O -1.852712 -2.225411 -1.469460 0.0 0.0 -0.1
O -3.255878 2.862098 1.161826 0.0 0.0 0.0
C -3.189102 2.670350 -0.032365 0.0 -0.1 0.0
N -2.483813 1.667616 -0.660364 0.1 0.1 -0.1
C -2.658261 1.748866 -1.998654 0.1 -0.1 -0.1
O -2.133707 0.911934 -2.742150 -0.1 0.0 -0.1
C -3.531425 2.910707 -2.334919 0.0 0.0 0.0
C -3.998876 3.415111 -3.528704 0.0 0.0 0.0
C -4.816409 4.542400 -3.465258 0.0 0.0 0.0
C -5.142528 5.124898 -2.244540 0.0 0.0 0.0
C -4.665268 4.601241 -1.043610 0.0 0.0 0.0
C -3.858011 3.488084 -1.116758 0.0 0.0 0.0
H -3.744045 2.950466 -4.471888 0.0 0.0 0.0
H -5.208280 4.971396 -4.378518 0.0 0.0 0.0
H -5.782148 5.998242 -2.229892 0.0 0.0 0.0
H -4.919127 5.042962 -0.089009 0.0 0.0 0.0
C 4.307290 -1.940803 2.023923 -0.1 -0.1 0.0
C 3.701982 -0.684134 1.404726 0.0 0.0 0.0
S 4.916521 0.081581 0.356100 0.0 0.0 0.0
O 6.025920 0.514889 1.166987 0.0 0.0 0.0
O 5.147461 -0.768132 -0.789183 0.0 0.0 0.0
C 4.169008 1.591171 -0.280447 0.1 0.0 -0.1
C 3.465856 1.440841 -1.623695 0.0 0.0 0.2
N 2.304112 0.557363 -1.569285 -0.1 0.0 -0.1
C 1.133256 0.872008 -0.971802 0.0 0.0 0.1
N 0.302946 -0.156810 -0.992762 0.0 -0.1 0.0
C 0.957778 -1.195810 -1.595994 -0.1 0.1 -0.2
C 2.182713 -0.757968 -1.975075 0.2 -0.1 0.1
N 3.108671 -1.459574 -2.827109 -0.1 -0.1 -0.1
O 3.839118 -0.800620 -3.543851 0.0 0.1 0.1
O 3.025656 -2.668494 -2.824577 0.1 0.1 0.1
C 0.835602 2.189292 -0.354939 0.0 0.0 0.0
H 3.592583 -2.394869 2.714447 0.1 0.1 0.0
H 5.200746 -1.692970 2.594025 0.0 0.0 0.0
H 4.567371 -2.658456 1.245308 0.0 0.0 0.0
H 3.427433 0.052035 2.162021 0.0 0.0 0.0
H 2.833898 -0.915132 0.781842 0.0 0.0 0.0
H 5.033033 2.245829 -0.408132 0.0 0.0 0.0
H 3.537824 2.018069 0.498763 0.0 0.0 0.0
H 4.144933 1.043122 -2.367089 0.0 0.0 0.0
H 3.117944 2.417179 -1.961613 0.0 0.0 0.0
H 0.490743 -2.147005 -1.781304 0.0 0.0 0.0
H 1.157072 3.012753 -0.993084 0.0 0.0 0.0
H 1.328839 2.289365 0.613727 0.0 0.0 0.0
H -0.237415 2.260820 -0.193669 0.0 0.0 0.0
N -2.022819 -0.618074 1.230987 -0.2 0.0 -0.2
C -1.082901 -1.288122 2.087806 0.1 0.1 0.0
C -0.617456 -2.546541 1.750944 0.0 0.0 0.0
C 0.268682 -3.195929 2.601837 0.0 -0.1 0.0
C 0.687661 -2.593401 3.775192 -0.1 0.1 0.0
C 0.238726 -1.314748 4.088328 0.1 -0.1 0.0
C -0.640204 -0.659169 3.245352 -0.1 0.0 0.0
S 1.790985 -3.432812 4.911465 0.3 0.1 0.1
O 2.035606 -4.722762 4.289952 0.0 0.0 0.0
O 1.053300 -3.471822 6.160667 -0.1 0.0 0.0
O 2.960730 -2.555559 4.948620 -0.1 0.0 -0.1
H -2.288152 0.280753 1.624319 0.0 0.0 0.0
H -2.883258 -1.150996 1.130962 0.0 0.0 0.2
H -0.956129 -3.020308 0.835772 0.0 0.0 0.0
H 0.630284 -4.190850 2.377167 0.0 0.0 0.0
H 0.566584 -0.855976 5.012316 0.0 0.0 0.0
H -1.017747 0.326120 3.499750 0.0 0.0 0.0
```
Positions in Å, forces in eV/Å.

Values from the calculation:
HOMO (alpha / beta)	-5.810 / -5.809	eV
energy	-4634.2382	Ha
energy above the lowest of the compared OMol25 structures with the same formula, charge and spin	28.9	kJ/mol
⟨S²⟩	2.00
HOMO-LUMO gap (alpha / beta)	0.25903 / 0.25896	Ha
charge	-1
multiplicity	3

=====

C47H40BaClF15GeN6O4S3Si | the ωB97M-V functional and the def2-TZVPD basis

The geometry in XYZ format:
```
119
Properties=species:S:1:pos:R:3:forces:R:3
Ba -0.998509 0.698572 -0.265275 -2.2 -2.0 -2.4
C 2.420607 1.981160 1.949177 -0.1 -0.1 -0.2
C 0.975851 1.575721 2.101632 0.5 0.3 0.4
O 0.474045 0.712867 1.393687 2.6 0.2 3.0
N 0.300115 2.180302 3.102553 -0.2 -0.1 0.0
C -1.116071 1.954916 3.373541 0.0 0.0 -0.1
C -1.934985 3.133705 2.908878 -0.1 0.2 0.1
C -2.178163 4.222594 3.743965 -0.1 0.0 0.0
C -2.889049 5.302641 3.246500 0.0 0.0 -0.1
C -3.311257 5.275135 1.926824 0.0 0.0 0.1
C -3.011608 4.152711 1.166240 0.0 0.1 0.0
N -2.355286 3.107440 1.648622 0.2 -0.2 0.0
H 2.670012 1.951160 0.890033 0.0 0.0 0.0
H 3.037396 1.240338 2.459952 0.0 0.0 0.0
H 2.626818 2.970678 2.355748 0.0 0.0 0.0
H 0.742303 2.944053 3.582956 0.1 0.0 -0.1
H -1.246222 1.790285 4.444820 0.0 0.0 0.0
H -1.432324 1.055627 2.833601 0.0 -0.1 0.1
H -1.825302 4.216424 4.768930 0.0 0.0 0.0
H -3.101671 6.159141 3.874947 0.0 0.0 0.0
H -3.862684 6.101734 1.499604 0.0 0.0 -0.1
H -3.299822 4.090063 0.122009 0.0 0.0 0.0
O -0.462110 6.018925 -3.382040 0.0 0.0 -0.1
C 0.292948 6.067596 -2.282422 0.1 0.0 0.1
C 1.137881 7.167980 -2.109902 0.0 0.1 0.0
C 1.942832 7.274855 -0.991223 0.0 0.0 0.0
C 1.911505 6.292044 -0.008312 0.1 0.0 0.1
C 1.077791 5.200225 -0.176533 0.0 0.0 0.0
C 0.269772 5.057752 -1.301368 0.1 -0.1 0.2
C -0.550118 3.805675 -1.411879 0.1 0.1 0.1
O -0.472541 2.945865 -0.494526 0.5 2.2 -0.5
N -1.293737 3.746700 -2.505041 0.3 0.4 -0.2
N -1.994863 2.579934 -2.673838 -0.3 -0.3 0.0
C -2.708696 2.564838 -3.724879 0.1 0.8 0.1
S -3.773246 1.266793 -4.241461 -0.2 0.1 -0.1
C -4.858948 2.431673 -5.173160 0.2 -0.5 0.2
C -3.929934 3.322120 -5.958843 0.3 0.1 0.1
S -2.779189 4.041217 -4.756737 -0.1 -0.2 0.0
H -0.934285 5.126881 -3.336260 0.0 0.1 0.0
H 1.152071 7.927520 -2.881990 0.0 0.0 0.0
H 2.608171 8.125098 -0.890998 0.0 0.0 0.0
H 2.539969 6.377017 0.870200 0.0 0.0 0.0
H 1.028879 4.408354 0.560756 0.0 0.0 0.0
H -5.470053 3.012195 -4.478757 0.0 0.0 0.0
H -5.500317 1.824452 -5.813192 0.0 0.0 0.0
H -4.436947 4.144223 -6.467486 0.0 0.0 0.0
H -3.357708 2.734310 -6.677038 -0.1 0.0 -0.1
C -4.730448 1.752469 -0.924834 0.1 -0.1 0.1
C -4.521222 0.385751 -0.335357 -0.3 -0.2 0.0
C -5.479546 -0.595641 -0.508506 0.0 0.0 0.0
C -5.317551 -1.797153 0.192657 0.0 0.2 0.1
C -4.270349 -1.938291 1.059814 0.0 -0.2 -0.1
C -3.297429 -0.895684 1.191275 -0.1 -0.1 0.3
N -3.430362 0.222636 0.421432 -1.4 0.0 0.3
N -2.258569 -0.932211 2.017961 0.0 0.0 -0.2
Si -1.964009 -1.840472 3.402850 0.3 -0.1 0.5
C -0.101679 -1.771931 3.777073 -0.1 0.1 0.0
C -2.898754 -1.061286 4.886033 0.1 -0.1 -0.2
C -2.402500 -3.696575 3.530802 -0.1 0.1 -0.3
H -5.103496 2.419902 -0.142276 0.0 0.0 0.0
H -5.460306 1.720562 -1.733334 0.0 0.0 0.0
H -3.790256 2.154628 -1.297441 0.0 0.0 0.0
H -6.328535 -0.432707 -1.159583 0.0 0.0 0.0
H -6.039918 -2.596030 0.059004 0.0 0.0 0.1
H -4.135765 -2.843874 1.637416 0.0 0.0 0.0
H 0.431047 -1.249560 2.980071 0.0 0.0 0.0
H 0.314786 -2.781382 3.840887 0.0 0.0 0.0
H 0.108416 -1.267698 4.726258 0.0 0.0 0.0
H -2.860352 0.029223 4.827189 0.0 0.0 0.0
H -2.483798 -1.363030 5.853020 0.0 -0.1 0.0
H -3.953734 -1.350232 4.871489 0.0 0.0 0.0
H -2.138232 -4.226090 2.609803 0.0 0.0 0.0
H -3.467752 -3.866375 3.713303 0.0 0.0 0.0
H -1.849833 -4.167790 4.348532 0.0 0.1 0.0
Cl -1.461791 -0.519857 -2.815864 -0.3 -0.6 -1.0
C 2.453290 0.728961 -4.306705 0.0 0.0 0.2
C 2.002658 0.271218 -2.923929 0.0 0.0 -0.2
O 1.036948 1.151421 -2.374371 0.1 0.2 -0.1
H 3.201972 0.042886 -4.711816 0.0 0.0 0.0
H 2.880664 1.732155 -4.250302 0.0 0.0 0.0
H 1.597983 0.757697 -4.984528 0.0 0.0 0.0
H 2.854699 0.259355 -2.239592 0.0 0.0 0.0
H 1.595634 -0.742138 -2.978460 0.0 0.0 0.1
H 0.186061 0.906418 -2.795656 0.0 -0.1 0.0
F 3.898188 -3.899299 2.736615 0.1 0.0 0.1
C 2.839561 -4.720460 2.628777 -0.1 -0.1 -0.3
C 2.134313 -4.808796 1.441248 -0.1 0.3 0.0
C 1.020386 -5.636915 1.456841 0.2 0.2 0.0
F 0.243099 -5.715966 0.376131 -0.1 -0.1 0.0
C 0.658628 -6.385588 2.561313 0.0 0.0 0.0
F -0.403276 -7.198920 2.533678 0.0 0.0 0.0
C 1.415274 -6.297571 3.716066 0.0 0.1 -0.1
F 1.093795 -7.025640 4.788672 0.0 -0.1 0.1
C 2.508319 -5.455139 3.753617 0.0 0.0 0.0
F 3.239195 -5.366625 4.874831 0.0 0.0 0.1
Ge 2.343787 -3.530399 -0.116696 0.7 -0.7 0.2
S 0.650474 -2.363514 -0.330910 0.1 0.1 0.0
C 4.263256 -2.878048 0.154870 -0.5 0.2 -0.1
C 4.550378 -1.545416 0.386726 -0.1 -0.1 0.0
F 3.557469 -0.660518 0.520993 0.1 0.1 0.0
C 5.848036 -1.074452 0.502005 0.0 0.0 0.0
F 6.099475 0.219852 0.738707 0.0 0.1 0.0
C 6.904208 -1.958002 0.379724 -0.1 0.0 0.0
F 8.163492 -1.522958 0.491625 0.1 0.0 0.0
C 6.652304 -3.298437 0.155366 0.0 0.0 0.0
F 7.677201 -4.157069 0.052645 0.1 0.0 0.0
C 5.343461 -3.733432 0.052017 -0.1 0.1 0.1
F 5.150699 -5.052890 -0.117481 0.0 -0.1 0.0
C 2.793124 -4.653734 -1.762402 -0.3 0.3 0.0
C 2.627094 -6.009250 -1.972225 0.2 0.2 0.1
F 2.372176 -6.832408 -0.944974 -0.1 -0.1 0.0
C 2.775266 -6.590535 -3.220161 0.0 0.0 0.0
F 2.620326 -7.912447 -3.388040 0.0 -0.1 0.0
C 3.112460 -5.806649 -4.306637 0.0 0.1 0.1
F 3.263122 -6.362015 -5.512509 0.0 -0.1 -0.1
C 3.319211 -4.450510 -4.133637 0.0 0.0 0.0
F 3.687535 -3.697569 -5.176055 0.0 0.0 -0.1
C 3.155899 -3.907945 -2.873585 -0.1 0.0 0.2
F 3.380818 -2.591543 -2.733445 0.0 0.0 -0.1
```
Positions in Å, forces in eV/Å.

Values from the calculation:
HOMO	-2.382	eV
energy	-7989.4331	Ha
energy above the lowest of the compared OMol25 structures with the same formula, charge and spin	78.9	kJ/mol
HOMO-LUMO gap	0.21597	Ha
charge	-2